Entry 1:
ORCA calculation (ωB97M-V with the def2-TZVPD basis set) on 2 unconnected molecules or ions with the total composition C5H5ClSi in a non-equilibrium geometry.

XYZ file:
```
12
Properties=species:S:1:pos:R:3:forces:R:3
C -3.210159 -2.506155 0.007325 1.7 3.4 -0.5
C 1.050398 0.779982 -0.167862 1.1 2.3 -1.7
C -2.719811 -1.378732 -0.034160 -0.7 -0.5 0.4
C -0.246554 0.703681 0.078505 -2.1 -1.4 0.3
C 3.117410 0.643667 0.345445 -5.2 -3.1 -2.9
Si -2.073377 0.351600 0.087014 4.9 -1.0 -0.1
Cl -3.352614 1.862629 0.139832 -0.7 0.5 0.2
H -3.466422 -3.461429 -0.297455 -0.6 -1.3 0.1
H 1.314895 1.376105 -1.137514 -0.6 -1.5 1.3
H 3.177693 0.965644 1.290459 0.7 1.6 3.1
H 3.413919 1.101963 -0.555486 0.7 0.8 -0.3
H 2.994626 -0.438960 0.243897 0.7 0.2 0.2
```
Forces are in eV/Å.

- LUMO (alpha / beta) (eV) = -0.53 / -0.55
- DFT total energy (a.u.) = -942.96014
- highest occupied orbital energy (alpha / beta) (eV) = -7.00 / -7.07
- energy above the lowest of the compared OMol25 structures with the same formula, charge and spin (kcal/mol) = 111.61
- HOMO-LUMO gap (alpha / beta) (eV) = 6.47 / 6.52
- M (g mol⁻¹) = 128.63

These are the natural (NBO) partial charges, in e, on atoms 1 to 8:
1 C -0.1376
2 C -0.2392
3 C -0.5094
4 C -0.6121
5 C -0.4853
6 Si 1.2509
7 Cl -0.2985
8 H 0.2302

Entry 2:
ORCA calculation (ωB97M-V with the def2-TZVPD basis set) on 2 unconnected molecules or ions with the total composition C4H12 in a non-equilibrium geometry.

XYZ file:
```
16
Properties=species:S:1:pos:R:3:forces:R:3
C 0.361398 -1.700350 2.796025 1.4 2.8 -0.6
C 0.126845 -0.235679 2.230358 0.2 -1.0 1.1
H 0.248570 -2.310247 1.926044 -0.3 -1.2 0.2
H 1.364000 -1.751131 3.226077 0.2 -0.3 -0.5
H -0.245050 -1.785623 3.670926 -1.1 -0.8 0.0
H 0.107383 0.412844 3.113014 -0.5 0.3 -0.4
H -0.817335 -0.297177 1.689694 -0.1 0.6 0.1
H 0.901816 0.159435 1.572672 0.0 -0.4 -0.1
C 0.470671 0.751509 -2.745924 -1.7 3.1 -2.4
C -0.936356 1.143057 -2.274224 -0.7 -1.1 1.3
H 1.146946 1.238500 -2.063798 0.9 -1.5 0.6
H 0.447165 -0.199408 -3.258831 0.9 -0.8 1.1
H 0.675836 1.390991 -3.635066 -0.1 -0.1 0.2
H -1.755796 1.167199 -2.991282 0.4 0.0 -0.5
H -1.004887 2.079581 -1.706685 0.4 -0.1 -0.2
H -1.245052 0.351325 -1.562143 -0.1 0.4 -0.1
```
Forces are in eV/Å.

- LUMO (eV) = 1.06
- DFT total energy (a.u.) = -159.54777
- SMILES = CC.CC
- highest occupied orbital energy (eV) = -11.16
- energy above the lowest of the compared OMol25 structures with the same formula, charge and spin (kcal/mol) = 23.35
- HOMO-LUMO gap (eV) = 12.22
- M (g mol⁻¹) = 60.14

These are the natural (NBO) partial charges, in e, on atoms 1 to 8:
1 C -0.6093
2 C -0.6021
3 H 0.2080
4 H 0.1973
5 H 0.2077
6 H 0.1978
7 H 0.1996
8 H 0.2009

Entry 3:
ORCA calculation (ωB97M-V with the def2-TZVPD basis set) on C8H10S2 in the gas phase in a non-equilibrium geometry.

XYZ file:
```
20
Properties=species:S:1:pos:R:3:forces:R:3
C 0.305546 -1.731616 0.012148 3.6 2.7 -0.3
C 1.178558 -0.865660 -0.153867 -1.9 -4.1 0.6
C -1.064329 -2.101228 -0.101629 -1.0 -1.8 1.0
C -1.830253 -0.792799 -0.019849 0.9 1.0 -4.1
C -1.205318 0.447460 0.537934 1.7 1.7 2.3
C -0.194349 1.358408 -0.352608 -2.1 1.1 2.0
C 1.283357 1.509420 -0.029904 1.7 2.5 2.7
C 2.065681 0.215214 -0.159350 2.4 0.3 0.5
S 3.715411 -0.106943 1.044937 -1.7 0.4 -0.6
S 3.670822 0.184640 -0.995607 -0.7 -0.1 -0.4
H -1.122585 -2.562753 -1.094494 -0.5 0.0 0.2
H -1.548513 -2.848445 0.640709 1.4 1.0 -1.0
H -2.115679 -0.612858 -1.112739 -0.2 0.2 1.4
H -2.652923 -0.927538 0.552278 -3.0 -0.6 1.4
H -1.999175 1.125286 0.914758 0.1 -0.3 -0.8
H -0.779141 0.169147 1.558402 0.2 0.3 -1.3
H -0.279582 0.930119 -1.300894 -0.1 -0.4 -1.9
H -0.668954 2.413087 -0.397545 0.9 -1.6 0.0
H 1.745656 2.352416 -0.696589 -0.8 -1.6 1.3
H 1.495766 1.844645 1.153910 -0.9 -0.5 -3.2
```
Forces are in eV/Å.

- LUMO (eV) = -0.10
- DFT total energy (a.u.) = -1107.04299
- SMILES = C1#CC2(CCCCC1)SS2
- highest occupied orbital energy (eV) = -8.02
- energy above the lowest of the compared OMol25 structures with the same formula, charge and spin (kcal/mol) = 66.21
- HOMO-LUMO gap (eV) = 7.92
- M (g mol⁻¹) = 170.30

These are the natural (NBO) partial charges, in e, on atoms 1 to 8:
1 C 0.0876
2 C -0.0934
3 C -0.4873
4 C -0.3871
5 C -0.3993
6 C -0.4083
7 C -0.4388
8 C -0.2044